One molecule with the formula C24H29N3O6S in a non-equilibrium geometry. Source: OMol25; level of theory: wB97M-V/def2-TZVPD.

XYZ file:
```
63
Properties=species:S:1:pos:R:3
C -6.02074 -0.30148 1.10057
O -4.86194 -0.84873 1.68520
C -3.78371 -1.08511 0.88871
C -2.64257 -1.57345 1.52871
C -1.49078 -1.80723 0.80832
C -1.45105 -1.55478 -0.55443
C -2.58223 -1.08325 -1.19971
C -2.50855 -0.62460 -2.63519
N -2.30426 0.81648 -2.59322
C -1.06664 1.32309 -2.40717
O -0.03615 0.75932 -2.70041
C -1.09961 2.67982 -1.68866
N -1.29698 2.38902 -0.27231
C -2.56838 2.34618 0.19575
O -3.54271 2.49398 -0.52168
C -2.69719 2.17446 1.69790
O -1.76818 1.27962 2.26158
C -0.50448 1.35816 1.76991
C 0.51749 0.82417 2.54590
C 1.82786 0.88410 2.10964
C 2.09989 1.46797 0.88871
S 3.79890 1.58904 0.31359
O 3.80463 2.48590 -0.80604
O 4.60783 1.89986 1.45721
N 4.20601 0.08311 -0.19907
C 5.01956 -0.76913 0.62817
C 4.53679 -2.22308 0.70454
C 3.01688 -2.38858 0.65517
C 2.47437 -2.43580 -0.77443
C 2.41015 -1.06973 -1.45185
C 3.75740 -0.34552 -1.49863
C 1.09499 1.97896 0.09174
C -0.22545 1.93459 0.52015
C -3.74846 -0.84995 -0.47933
H -6.46007 -0.98375 0.36581
H -5.81512 0.66300 0.62417
H -6.72350 -0.15759 1.91977
H -2.68533 -1.74378 2.59206
H -0.60872 -2.17318 1.31216
H -0.54237 -1.70561 -1.11524
H -3.42859 -0.83490 -3.18342
H -1.65602 -1.06814 -3.15073
H -3.07652 1.34286 -2.19878
H -0.17119 3.22842 -1.83241
H -1.94615 3.28325 -2.02201
H -3.68915 1.78615 1.93741
H -2.59001 3.17174 2.15785
H 0.25414 0.37838 3.49117
H 2.63818 0.51223 2.71473
H 6.05739 -0.75814 0.26475
H 5.01535 -0.30720 1.61586
H 4.97340 -2.79590 -0.11593
H 4.92374 -2.64604 1.63363
H 2.75823 -3.32846 1.14928
H 2.53337 -1.57820 1.20404
H 1.46778 -2.86025 -0.75368
H 3.09718 -3.10930 -1.36878
H 2.04916 -1.18771 -2.47462
H 1.69407 -0.43485 -0.92840
H 4.52310 -0.98534 -1.94690
H 3.65861 0.55754 -2.10470
H 1.38898 2.39357 -0.85689
H -4.61258 -0.46622 -0.99955
```

For the energy relative to the best compared isomer or geometry (same formula, charge and spin), the calculation gives 14.73 kcal/mol. Its charge is 0. Its gap between HOMO and LUMO is 9.12 eV. The SMILES is COc1cccc(CNC(=O)CN2C(=O)COc3ccc(S(=O)(=O)N4CCCCCC4)cc32)c1. The energy is -1945.8677 Eh.

These are the Löwdin partial charges, in e, on atoms 1 to 5: number 1, C, carries -0.084; number 2, O, carries -0.086; number 3, C, carries -0.277; number 4, C, carries -0.009; number 5, C, carries -0.065